C5H11NO | wB97M-V/def2-TZVPD

Energy above the lowest of the compared OMol25 structures with the same formula, charge and spin in kJ/mol: 453.5
F_max in eV Å⁻¹: 5.40
Calculated total energy in Eh: -326.95863
E_LUMO in eV: 0.827
HOMO-LUMO gap in eV: 7.752

Geometry as XYZ:
```
18
C5H11NO, DFT wB97M-V/def2-TZVPD
C 0.353 0.347 0.478
C -0.587 0.337 -0.548
C 1.746 -0.151 0.285
C 0.368 2.416 0.039
C -0.758 -1.842 -0.377
N -1.986 -2.247 0.052
O 0.063 -2.630 -0.811
H -0.031 0.315 1.493
H -2.611 -1.606 0.509
H -2.242 -3.229 -0.003
H -1.604 0.645 -0.340
H -0.252 0.369 -1.578
H 1.742 -1.239 0.418
H 2.430 0.296 1.009
H 2.105 0.050 -0.725
H 1.200 2.550 -0.647
H 0.610 2.725 1.055
H -0.545 2.894 -0.309
```

=====

C5H11NO | wB97M-V/def2-TZVPD

Energy above the lowest of the compared OMol25 structures with the same formula, charge and spin in kJ/mol: 402.7
F_max in eV Å⁻¹: 3.65
Calculated total energy in Eh: -326.97795
E_LUMO in eV: 0.802
HOMO-LUMO gap in eV: 8.485

Geometry as XYZ:
```
18
C5H11NO, DFT wB97M-V/def2-TZVPD
C 1.582 1.584 0.319
C 0.720 1.038 1.175
C 0.863 -0.406 1.523
N -0.344 -1.324 1.168
C -0.381 -1.578 -0.205
C -1.533 -1.518 -0.966
H 1.438 2.496 -0.187
H 2.495 0.906 0.039
H -0.377 1.374 1.289
H 0.940 -0.605 2.620
H 1.645 -1.022 1.049
H -1.126 -0.849 1.677
H 0.534 -1.973 -0.597
H -2.537 -1.735 -0.540
H -1.499 -1.045 -1.949
O -0.698 1.240 -2.404
H -0.922 1.217 -1.471
H -0.799 2.200 -2.541
```

=====

C5H11NO | wB97M-V/def2-TZVPD

Energy above the lowest of the compared OMol25 structures with the same formula, charge and spin in kJ/mol: 425.1
F_max in eV Å⁻¹: 0.24
Calculated total energy in Eh: -326.96942
E_LUMO in eV: -0.100
HOMO-LUMO gap in eV: 8.430

Geometry as XYZ:
```
18
C5H11NO, DFT wB97M-V/def2-TZVPD
C -0.444 0.106 -2.756
N -0.040 0.211 -1.372
C -0.122 -0.845 -0.628
O -0.468 -2.043 -0.739
C 0.327 -0.651 0.798
C 0.921 1.370 1.019
C -0.697 -0.737 1.878
H 0.375 0.422 -3.414
H -1.298 0.766 -2.956
H -0.729 -0.922 -3.017
H 0.541 0.943 -0.030
H 1.297 -1.093 1.026
H 0.087 1.885 1.497
H 1.585 2.089 0.520
H 1.547 0.894 1.776
H -0.303 -0.474 2.862
H -1.575 -0.131 1.640
H -1.004 -1.789 1.895
```

=====

C5H11NO | wB97M-V/def2-TZVPD

Energy above the lowest of the compared OMol25 structures with the same formula, charge and spin in kJ/mol: 170.8
F_max in eV Å⁻¹: 0.61
Calculated total energy in Eh: -327.06628
E_LUMO in eV: 0.800
HOMO-LUMO gap in eV: 10.525

Geometry as XYZ:
```
18
C5H11NO, DFT wB97M-V/def2-TZVPD
C -1.887 -0.944 6.015
C -2.894 -0.928 4.990
N -3.695 -0.914 4.175
H -1.228 -0.085 5.891
H -2.364 -0.897 6.994
H -1.305 -1.861 5.939
C 1.332 -0.521 -3.892
C 1.218 -0.347 -2.378
O 1.707 0.886 -1.900
C 0.909 1.997 -2.223
H 1.073 -1.542 -4.159
H 2.351 -0.319 -4.211
H 0.659 0.153 -4.417
H 1.830 -1.099 -1.874
H 0.170 -0.480 -2.066
H 1.326 2.842 -1.677
H -0.131 1.841 -1.911
H 0.928 2.221 -3.295
```

=====

C5H11NO | wB97M-V/def2-TZVPD

Energy above the lowest of the compared OMol25 structures with the same formula, charge and spin in kJ/mol: 236.7
F_max in eV Å⁻¹: 3.42
Calculated total energy in Eh: -327.04121
E_LUMO in eV: 0.959
HOMO-LUMO gap in eV: 9.591

Geometry as XYZ:
```
18
C5H11NO, DFT wB97M-V/def2-TZVPD
C -1.758 0.514 -0.979
N -0.430 1.074 -0.752
C -0.075 1.069 0.676
C 0.793 -0.183 0.457
C 0.235 -1.508 0.937
O 2.281 -0.139 0.845
C 0.765 0.064 -1.039
H -1.986 -0.382 -0.388
H -2.519 1.261 -0.724
H -1.887 0.264 -2.036
H 0.499 1.957 0.968
H -0.902 0.951 1.384
H 0.989 -2.297 0.865
H -0.084 -1.431 1.980
H -0.624 -1.835 0.344
H 2.584 0.753 0.613
H 1.577 0.656 -1.466
H 0.541 -0.789 -1.684
```

=====

C5H11NO | wB97M-V/def2-TZVPD

Energy above the lowest of the compared OMol25 structures with the same formula, charge and spin in kJ/mol: 195.7
F_max in eV Å⁻¹: 0.43
Calculated total energy in Eh: -327.05682
E_LUMO in eV: 1.103
HOMO-LUMO gap in eV: 10.736

Geometry as XYZ:
```
18
C5H11NO, DFT wB97M-V/def2-TZVPD
C 0.955 0.201 -2.049
C 0.241 -0.898 -1.278
N 0.242 -0.611 0.151
C -0.834 -1.190 0.933
C -0.800 0.267 0.655
C -0.362 1.270 1.725
O 1.025 1.257 1.945
H 1.007 -0.044 -3.115
H 1.974 0.331 -1.671
H 0.429 1.156 -1.942
H -0.789 -1.020 -1.658
H 0.752 -1.858 -1.421
H -1.575 -1.790 0.403
H -0.561 -1.557 1.920
H -1.522 0.632 -0.078
H -0.674 2.278 1.426
H -0.882 1.035 2.664
H 1.373 0.541 1.390
```

=====

C5H11NO | wB97M-V/def2-TZVPD

Energy above the lowest of the compared OMol25 structures with the same formula, charge and spin in kJ/mol: 68.4
F_max in eV Å⁻¹: 1.48
Calculated total energy in Eh: -327.10531
E_LUMO in eV: 0.897
HOMO-LUMO gap in eV: 10.442

Geometry as XYZ:
```
18
C5H11NO, DFT wB97M-V/def2-TZVPD
C 0.937 -2.103 1.330
C 0.283 -1.286 0.236
O -0.006 -1.749 -0.851
N 0.031 0.017 0.569
C -0.252 0.996 -0.498
C 0.709 2.201 -0.379
C -1.659 1.527 -0.603
H 1.478 -1.503 2.053
H 0.211 -2.866 1.633
H 1.800 -2.653 0.964
H -0.349 0.223 1.480
H -0.038 0.493 -1.446
H 0.369 3.181 -0.739
H 0.974 2.279 0.685
H 1.580 2.030 -1.024
H -1.729 2.327 -1.372
H -2.043 1.917 0.351
H -2.399 0.777 -0.919
```

=====

C5H11NO | wB97M-V/def2-TZVPD

Energy above the lowest of the compared OMol25 structures with the same formula, charge and spin in kJ/mol: 409.6
F_max in eV Å⁻¹: 4.98
Calculated total energy in Eh: -326.97532
E_LUMO in eV: 0.832
HOMO-LUMO gap in eV: 9.673

Geometry as XYZ:
```
18
C5H11NO, DFT wB97M-V/def2-TZVPD
C -1.688 -1.210 -0.345
N -1.478 -0.006 -0.044
O -2.152 1.029 -0.141
C 0.194 0.297 0.101
C 1.046 -0.668 -0.819
C 0.268 1.744 -0.264
C 0.576 -0.242 1.501
H -2.671 -1.536 -0.628
H -0.903 -1.945 -0.407
H 1.315 -1.730 -0.512
H 0.558 -0.809 -1.757
H 1.975 -0.088 -1.128
H -0.277 2.372 0.461
H -0.265 1.833 -1.214
H 1.348 2.230 -0.293
H 0.354 -1.248 1.499
H 1.714 -0.260 1.613
H 0.086 0.238 2.379
```

=====

C5H11NO | wB97M-V/def2-TZVPD

Energy above the lowest of the compared OMol25 structures with the same formula, charge and spin in kJ/mol: 80.8
F_max in eV Å⁻¹: 0.77
Calculated total energy in Eh: -327.10057
E_LUMO in eV: 0.787
HOMO-LUMO gap in eV: 11.177

Geometry as XYZ:
```
18
C5H11NO, DFT wB97M-V/def2-TZVPD
C 2.776 0.709 -0.185
N 2.255 -0.379 0.598
C 1.442 -0.570 1.462
O 0.678 -0.882 2.303
H 1.972 1.216 -0.731
H 3.495 0.316 -0.905
H 3.286 1.436 0.455
C -1.821 -1.391 -0.116
C -1.125 -0.218 -0.804
C -1.307 1.091 -0.037
H -1.430 -1.532 0.898
H -1.673 -2.325 -0.668
H -2.901 -1.214 -0.038
H -0.054 -0.441 -0.906
H -1.512 -0.102 -1.824
H -2.367 1.363 0.023
H -0.936 0.997 0.992
H -0.779 1.924 -0.517
```

=====

C5H11NO | wB97M-V/def2-TZVPD

Energy above the lowest of the compared OMol25 structures with the same formula, charge and spin in kJ/mol: 309.1
F_max in eV Å⁻¹: 2.05
Calculated total energy in Eh: -327.01361
E_LUMO in eV: 0.949
HOMO-LUMO gap in eV: 8.652

Geometry as XYZ:
```
18
C5H11NO, DFT wB97M-V/def2-TZVPD
C -2.007 0.150 1.958
C -0.531 0.270 1.618
C 0.064 -0.228 0.548
C 1.556 -0.279 0.281
C 2.110 0.279 -0.828
N 2.877 -0.475 -1.702
H -2.298 -0.838 1.520
H -2.638 0.901 1.504
H -2.098 0.078 3.032
H 0.077 0.373 2.508
H -0.462 -0.745 -0.252
H 2.008 -1.206 0.599
H 2.101 1.315 -1.170
H 3.548 -0.041 -2.317
H 3.208 -1.357 -1.325
O -2.341 0.922 -1.851
H -2.985 0.856 -2.561
H -2.190 0.024 -1.561
```

=====

C5H11NO | wB97M-V/def2-TZVPD

Energy above the lowest of the compared OMol25 structures with the same formula, charge and spin in kJ/mol: 33.2
F_max in eV Å⁻¹: 0.34
Calculated total energy in Eh: -327.11870
E_LUMO in eV: 0.900
HOMO-LUMO gap in eV: 10.618

Geometry as XYZ:
```
18
C5H11NO, DFT wB97M-V/def2-TZVPD
C 1.052 1.447 -0.878
C 1.274 0.105 -0.191
C -0.012 -0.681 0.186
C 0.138 -1.315 1.566
N -1.233 0.113 0.147
C -2.068 0.104 -0.923
O -1.911 -0.566 -1.925
H 0.495 1.333 -1.811
H 0.491 2.137 -0.239
H 2.011 1.922 -1.108
H 1.874 -0.540 -0.843
H 1.876 0.263 0.713
H -0.178 -1.455 -0.569
H 1.043 -1.930 1.613
H 0.239 -0.531 2.329
H -0.724 -1.938 1.822
H -1.434 0.752 0.901
H -2.935 0.779 -0.788
```

=====

C5H11NO | wB97M-V/def2-TZVPD

Energy above the lowest of the compared OMol25 structures with the same formula, charge and spin in kJ/mol: 137.2
F_max in eV Å⁻¹: 1.55
Calculated total energy in Eh: -327.07910
E_LUMO in eV: 0.967
HOMO-LUMO gap in eV: 9.595

Geometry as XYZ:
```
18
C5H11NO, DFT wB97M-V/def2-TZVPD
O -0.297 -0.864 -2.767
C -0.795 -0.832 -1.452
C -0.326 0.399 -0.662
C 1.131 0.241 -0.150
C 1.061 0.137 1.370
C -0.419 0.292 1.757
N -1.206 0.492 0.542
H 0.652 -1.055 -2.803
H -0.703 -1.749 -0.861
H -1.879 -0.713 -1.543
H -0.479 1.337 -1.187
H 1.733 1.066 -0.532
H 1.544 -0.631 -0.662
H 1.435 -0.824 1.724
H 1.620 0.895 1.916
H -0.792 -0.611 2.255
H -0.510 1.100 2.485
H -1.767 1.321 0.571
```

=====

C5H11NO | wB97M-V/def2-TZVPD

Energy above the lowest of the compared OMol25 structures with the same formula, charge and spin in kJ/mol: 222.3
F_max in eV Å⁻¹: 2.23
Calculated total energy in Eh: -327.04667
E_LUMO in eV: 0.864
HOMO-LUMO gap in eV: 8.604

Geometry as XYZ:
```
18
C5H11NO, DFT wB97M-V/def2-TZVPD
C 0.003 0.192 -2.414
C 0.653 0.850 -1.484
C 0.763 0.387 -0.078
C 1.584 -0.866 0.186
C 0.072 0.982 0.888
N -0.108 0.487 2.191
H -0.359 -0.828 -2.369
H -0.045 0.638 -3.405
H 1.057 1.850 -1.643
H 1.166 -1.850 0.007
H 1.993 -0.716 1.190
H 2.528 -0.705 -0.357
H -0.430 1.934 0.748
H 0.577 -0.207 2.451
H -0.419 1.126 2.891
O -2.767 -1.081 0.128
H -2.702 -0.543 0.937
H -3.567 -1.651 0.132
```

=====

C5H11NO | wB97M-V/def2-TZVPD

Energy above the lowest of the compared OMol25 structures with the same formula, charge and spin in kJ/mol: 128.3
F_max in eV Å⁻¹: 0.38
Calculated total energy in Eh: -327.08249
E_LUMO in eV: 0.813
HOMO-LUMO gap in eV: 8.193

Geometry as XYZ:
```
18
C5H11NO, DFT wB97M-V/def2-TZVPD
C -2.591 0.965 -0.042
N -1.360 0.406 0.492
C -0.263 0.205 -0.351
O -0.506 0.647 -1.624
C 0.886 -0.367 0.051
C 2.113 -0.439 -0.819
C 0.999 -0.965 1.428
H -2.533 2.050 -0.224
H -3.404 0.771 0.669
H -2.833 0.475 -0.988
H -1.096 0.821 1.373
H 0.110 0.198 -2.217
H 2.997 -0.100 -0.262
H 2.054 0.196 -1.712
H 2.325 -1.466 -1.148
H 1.611 -1.876 1.402
H 1.478 -0.287 2.152
H 0.013 -1.236 1.821
```